P.
The following is a DFT calculation (the ωB97M-V functional and the def2-TZVPD basis) of a 2-piece molecular cluster, C2H2N2OS overall.

Values from the calculation:
**Orbital gap**: 9.064 eV
**HOMO level**: -9.071 eV
**SMILES**: C#[N+][S-].N=C=O

Each atom is followed by the atoms it is bonded to, with distances in Å.
Geometry (Å):
1 C -2.10734 0.95895 1.44533  N3 1.188, H7 0.999
2 C 1.66644 -0.11999 -0.74274  N4 1.231, O5 1.163
3 N -2.38760 0.66581 0.32863  C1 1.188, S6 1.539
4 N 0.98899 -1.08689 -1.09311  C2 1.231, H8 0.995
5 O 2.36707 0.58651 -0.14032  C2 1.163
6 S -2.58107 0.10577 -1.09222  N3 1.539
7 H -1.56156 1.50896 2.07664  C1 0.999
8 H 0.20818 -1.16394 -1.70570  N4 0.995

Q.
The following is a DFT calculation (the ωB97M-V functional and the def2-TZVPD basis) of one molecule with the formula C2H2N2OS.

Values from the calculation:
**Orbital gap**: 8.378 eV
**HOMO level**: -9.033 eV
**SMILES**: S=c1cn[nH]o1

Each atom is followed by the atoms it is bonded to, with distances in Å.
Geometry (Å):
1 C -0.92831 -0.13043 -0.17900  C2 1.473, O7 1.406, S8 1.658
2 C 0.01092 1.00373 -0.15339  C1 1.473, H3 1.123, N5 1.276
3 H -0.28592 2.08575 -0.21082  C2 1.123
4 H 1.59354 -1.34170 0.56804  N6 0.925
5 N 1.19680 0.60937 0.10583  C2 1.276, N6 1.387
6 N 1.14431 -0.77241 -0.00547  H4 0.925, N5 1.387, O7 1.423
7 O -0.16172 -1.30961 -0.17729  C1 1.406, N6 1.423
8 S -2.56962 -0.14470 0.05209  C1 1.658

Name the least stable of them. Q.

P.
The following is a DFT calculation (the ωB97M-V functional and the def2-TZVPD basis) of one molecule with the formula C5H11NO4.

Values from the calculation:
**Orbital gap**: 10.115 eV
**HOMO level**: -9.690 eV
**SMILES**: N[C@@H]1OC[C@H](O)[C@H](O)[C@H]1O

Each atom is followed by the atoms it is bonded to, with distances in Å.
Geometry (Å):
1 C -1.57514 0.38920 -0.25302  C5 1.625, H8 1.144, N17 1.428, O18 1.479
2 C -0.30195 -1.62888 -0.24009  C3 1.568, H9 1.130, H10 1.168, O18 1.388
3 C 1.14320 -1.02920 -0.14183  C2 1.568, C4 1.579, H11 1.103, O19 1.410
4 C 0.96834 0.49913 -0.49940  C3 1.579, C5 1.543, H13 1.106, O20 1.477
5 C -0.20566 1.00986 0.36272  C1 1.625, C4 1.543, H15 1.167, O21 1.414
6 H -3.59298 -0.03556 0.49426  N17 1.068
7 H -2.33162 -0.31913 1.53562  N17 1.023
8 H -1.76021 1.00671 -1.19774  C1 1.144
9 H -0.56478 -1.96213 0.80754  C2 1.130
10 H -0.14857 -2.64341 -0.79862  C2 1.168
11 H 1.76845 -1.43406 -0.95588  C3 1.103
12 H 2.32905 -0.48915 1.25068  O19 0.967
13 H 0.77118 0.57005 -1.58511  C4 1.106
14 H 2.75671 1.05304 -0.93810  O20 0.981
15 H -0.04967 0.52978 1.41526  C5 1.167
16 H 0.85635 2.63782 -0.15187  O21 1.146
17 N -2.59655 0.26247 0.73620  C1 1.428, H6 1.068, H7 1.023
18 O -1.20026 -0.85386 -0.96065  C1 1.479, C2 1.388
19 O 1.76789 -1.26235 1.10005  C3 1.410, H12 0.967
20 O 2.17754 1.28551 -0.18062  C4 1.477, H14 0.981
21 O -0.21133 2.41418 0.20058  C5 1.414, H16 1.146

Q.
The following is a DFT calculation (the ωB97M-V functional and the def2-TZVPD basis) of one molecule with the formula C5H11NO4.

Values from the calculation:
**Orbital gap**: 10.168 eV
**HOMO level**: -9.516 eV
**SMILES**: N[C@H]1[C@@H](O)[C@H](O)[C@@H](O)[C@H]1O

Each atom is followed by the atoms it is bonded to, with distances in Å.
Geometry (Å):
1 C -0.32952 1.25991 0.54770  C2 1.527, C5 1.523, H8 1.140, N17 1.530
2 C 1.13592 0.84599 0.42959  C1 1.527, C3 1.617, H9 1.143, O18 1.355
3 C 1.10145 -0.76684 0.53753  C2 1.617, C4 1.554, H11 1.069, O19 1.405
4 C -0.31871 -1.05321 -0.02428  C3 1.554, C5 1.520, H13 1.048, O20 1.409
5 C -1.23612 0.03747 0.50281  C1 1.523, C4 1.520, H15 1.115, O21 1.405
6 H -0.18587 1.79101 -1.36003  N17 0.987
7 H -0.68770 2.95687 -0.43133  N17 0.978
8 H -0.65985 1.78573 1.50389  C1 1.140
9 H 1.81223 1.33391 1.21062  C2 1.143
10 H 1.86827 0.20981 -1.20366  O18 1.039
11 H 1.06932 -1.05337 1.56648  C3 1.069
12 H 2.02139 -2.11944 -0.44735  O19 0.937
13 H -0.27189 -0.87572 -1.05643  C4 1.048
14 H -1.54342 -2.47949 -0.18194  O20 0.942
15 H -1.52534 -0.27788 1.53216  C5 1.115
16 H -2.34833 1.16017 -0.49172  O21 1.049
17 N -0.85313 2.02332 -0.67074  C1 1.530, H6 0.987, H7 0.978
18 O 1.52002 1.11878 -0.84112  C2 1.355, H10 1.039
19 O 2.19258 -1.22687 -0.21798  C3 1.405, H12 0.937
20 O -0.74515 -2.35570 0.30242  C4 1.409, H14 0.942
21 O -2.42933 0.14695 -0.23152  C5 1.405, H16 1.049

Name the least stable of them. P.

P.
The following is a DFT calculation (the ωB97M-V functional and the def2-TZVPD basis) of a 3-piece molecular cluster, C3H12NO2S overall.

Values from the calculation:
**Net charge**: -1
**Orbital gap**: 5.397 eV
**HOMO level**: -2.780 eV

Each atom is followed by the atoms it is bonded to, with distances in Å.
Geometry (Å):
1 C 0.52943 1.05804 -0.15363  C2 1.548, C4 1.518, H6 1.093, H7 1.093
2 C -0.71915 1.52292 -0.94191  C1 1.548, S3 1.829, H8 1.092, H9 1.089
3 S -1.86337 2.57456 0.02304  C2 1.829
4 C 1.79162 1.22902 -0.97947  C1 1.518, N5 1.489, H10 1.086, H11 1.093
5 N 3.06645 1.12222 -0.21753  C4 1.489, H12 1.020, H13 1.018
6 H 0.37601 0.06353 0.27264  C1 1.093
7 H 0.60593 1.72172 0.71090  C1 1.093
8 H -1.29873 0.63788 -1.21138  C2 1.092
9 H -0.42207 2.00391 -1.87220  C2 1.089
10 H 1.75504 2.15490 -1.54544  C4 1.086
11 H 1.91125 0.47276 -1.75897  C4 1.093
12 H 3.10392 1.91535 0.42295  N5 1.020
13 H 2.94867 0.33319 0.41429  N5 1.018
14 H -4.40430 -0.27072 0.08521  O16 0.965
15 H -3.73458 0.97437 0.46807  O16 0.991
16 O -4.54747 0.45829 0.70112  H14 0.965, H15 0.991
17 H 1.06279 -5.93091 2.07426  O19 0.960
18 H -0.31044 -5.82040 1.38230  O19 0.961
19 O 0.14902 -6.22063 2.12572  H17 0.960, H18 0.961

Q.
The following is a DFT calculation (the ωB97M-V functional and the def2-TZVPD basis) of a 3-piece molecular cluster, C3H12NO2S overall.

Values from the calculation:
**Net charge**: -1
**Orbital gap**: 5.184 eV
**HOMO level**: -2.510 eV

Each atom is followed by the atoms it is bonded to, with distances in Å.
Geometry (Å):
1 C -0.20366 0.63196 2.21181  N2 1.486, H6 1.088, H7 1.087, H8 1.068
2 N 0.02290 0.00701 0.88320  C1 1.486, C3 1.487, H9 1.015
3 C -0.97669 -1.02861 0.50825  N2 1.487, C4 1.518, H10 1.101, H11 1.075
4 C -2.24223 -0.52385 -0.16010  C3 1.518, S5 1.843, H12 1.089, H13 1.078
5 S -3.04969 0.97513 0.54449  C4 1.843
6 H 0.63292 0.36059 2.85177  C1 1.088
7 H -1.15591 0.31714 2.63154  C1 1.087
8 H -0.28909 1.69125 2.10476  C1 1.068
9 H -0.11041 0.75263 0.20720  N2 1.015
10 H -0.44394 -1.73427 -0.14742  C3 1.101
11 H -1.19203 -1.54389 1.42629  C3 1.075
12 H -2.98946 -1.31424 -0.21990  C4 1.089
13 H -2.00848 -0.25465 -1.17710  C4 1.078
14 H 2.68070 -0.59548 1.53693  O16 0.956
15 H 2.22800 -1.16024 0.16149  O16 0.960
16 O 2.93986 -1.15413 0.80558  H14 0.956, H15 0.960
17 H 5.14024 1.03434 -5.12982  O19 0.959
18 H 4.69337 0.40301 -3.79247  O19 0.970
19 O 4.84359 0.21366 -4.73165  H17 0.959, H18 0.970

Name the least stable of them. Q.

P.
The following is a DFT calculation (the ωB97M-V functional and the def2-TZVPD basis) of one molecule with the formula C3H4N4S.

Values from the calculation:
**Orbital gap**: 7.417 eV
**HOMO level**: -8.404 eV
**SMILES**: [H]/N=C1N=N/C(=C/S)N\1

Each atom is followed by the atoms it is bonded to, with distances in Å.
Geometry (Å):
1 C -1.77260 0.81054 -0.06519  C2 1.365, H5 1.081, S12 1.757
2 C -0.43501 0.61432 0.12556  C1 1.365, N8 1.364, N11 1.435
3 C 1.58650 -0.30186 -0.00261  N8 1.381, N9 1.259, N10 1.443
4 H -2.37232 -1.37538 0.39382  S12 1.348
5 H -2.08610 1.83136 -0.23372  C1 1.081
6 H -0.05877 -1.49345 -0.11164  N8 0.995
7 H 3.36341 -0.79663 -0.12892  N9 0.996
8 N 0.23734 -0.57215 0.12020  C2 1.364, C3 1.381, H6 0.995
9 N 2.45800 -1.20762 -0.07801  C3 1.259, H7 0.996
10 N 1.66908 1.13876 -0.01067  C3 1.443, N11 1.273
11 N 0.51891 1.68227 0.02480  C2 1.435, N10 1.273
12 S -3.10844 -0.33016 -0.03362  C1 1.757, H4 1.348

Q.
The following is a DFT calculation (the ωB97M-V functional and the def2-TZVPD basis) of one molecule with the formula C3H4N4S.

Values from the calculation:
**Orbital gap**: 8.274 eV
**HOMO level**: -9.269 eV
**SMILES**: CC(=S)n1ncnn1

Each atom is followed by the atoms it is bonded to, with distances in Å.
Geometry (Å):
1 C -1.48315 0.66383 -1.43659  C2 1.447, H4 1.037, H5 1.049, H6 1.113
2 C -0.64875 0.78746 -0.26075  C1 1.447, N8 1.407, S12 1.632
3 C 1.19816 -2.17199 -0.38721  H7 1.026, N9 1.335, N10 1.435
4 H -2.07080 1.51729 -1.40410  C1 1.037
5 H -0.96865 0.40392 -2.31348  C1 1.049
6 H -2.17299 -0.19893 -1.30286  C1 1.113
7 H 1.42003 -3.09092 -0.78548  C3 1.026
8 N 0.31206 -0.23295 -0.14151  C2 1.407, N9 1.371, N11 1.380
9 N 0.50653 -1.24203 -1.04968  C3 1.335, N8 1.371
10 N 1.28634 -1.80307 0.99646  C3 1.435, N11 1.278
11 N 0.77827 -0.63455 1.09323  N8 1.380, N10 1.278
12 S -0.67422 2.06756 0.75148  C2 1.632

R.
The following is a DFT calculation (the ωB97M-V functional and the def2-TZVPD basis) of one molecule with the formula C3H4N4S.

Values from the calculation:
**Orbital gap**: 7.455 eV
**HOMO level**: -8.902 eV
**SMILES**: NNC1=NC(=S)C=N1

Each atom is followed by the atoms it is bonded to, with distances in Å.
Geometry (Å):
1 C 0.23963 0.22259 -0.00540  N9 1.325, N10 1.321, N11 1.429
2 C -1.83305 -0.14353 -0.00818  C3 1.515, N10 1.370, S12 1.621
3 C -1.53802 1.34294 -0.00261  C2 1.515, H7 1.065, N11 1.286
4 H 1.84379 -1.69886 0.80921  N8 1.035
5 H 1.86976 -1.67273 -0.79464  N8 0.989
6 H 2.15819 0.90743 0.02472  N9 1.026
7 H -2.26671 2.11887 0.00969  C3 1.065
8 N 2.18967 -1.16628 -0.00801  H4 1.035, H5 0.989, N9 1.395
9 N 1.55684 0.07705 -0.00896  C1 1.325, H6 1.026, N8 1.395
10 N -0.62021 -0.77989 -0.00172  C1 1.321, C2 1.370
11 N -0.26987 1.55766 -0.00798  C1 1.429, C3 1.286
12 S -3.33002 -0.76525 -0.00614  C2 1.621

Name the least stable of them. Q.

P.
The following is a DFT calculation (the ωB97M-V functional and the def2-TZVPD basis) of one molecule with the formula C5H3ClS.

Values from the calculation:
**Orbital gap (alpha / beta)**: 6.847 / 6.847 eV
**HOMO level (alpha / beta)**: -8.308 / -8.308 eV
**SMILES**: Cl[C@@H]1SC=C2C=C21

Each atom is followed by the atoms it is bonded to, with distances in Å.
Geometry (Å):
1 C -0.98751 0.01703 1.42378  C3 1.446, S6 1.804, Cl7 2.204, H8 1.077
2 C -0.49779 -1.15051 -1.00240  C4 1.325, S6 1.855, H9 1.059
3 C 0.24563 0.35472 0.74924  C1 1.446, C4 1.522, C5 1.372
4 C 0.50898 -0.43355 -0.52532  C2 1.325, C3 1.522, C5 1.443
5 C 1.33293 0.64486 -0.03595  C3 1.372, C4 1.443, H10 1.061
6 S -1.77831 -1.18851 0.33924  C1 1.804, C2 1.855
7 Cl -1.02877 -1.02800 3.36343  C1 2.204
8 H -1.54618 0.80802 1.89579  C1 1.077
9 H -0.74850 -1.90170 -1.70521  C2 1.059
10 H 2.34200 0.97242 -0.06176  C5 1.061

Q.
The following is a DFT calculation (the ωB97M-V functional and the def2-TZVPD basis) of one molecule with the formula C5H3ClS.

Values from the calculation:
**Orbital gap**: 7.457 eV
**HOMO level**: -9.164 eV
**SMILES**: S=C1C=CC(Cl)=C1

Each atom is followed by the atoms it is bonded to, with distances in Å.
Geometry (Å):
1 C -1.09974 -0.37313 -0.00174  C2 1.343, C5 1.493, Cl10 1.715
2 C -0.04445 -1.20363 -0.00257  C1 1.343, C3 1.467, H6 1.114
3 C 1.15265 -0.35528 0.00512  C2 1.467, C4 1.479, S9 1.624
4 C 0.68446 1.04743 0.00133  C3 1.479, C5 1.333, H7 1.101
5 C -0.64848 1.04979 -0.00520  C1 1.493, C4 1.333, H8 1.091
6 H -0.05764 -2.31733 0.00451  C2 1.114
7 H 1.39727 1.88608 -0.00364  C4 1.101
8 H -1.32128 1.90828 0.00543  C5 1.091
9 S 2.70001 -0.84979 -0.00232  C3 1.624
10 Cl -2.76280 -0.79243 -0.00092  C1 1.715

Name the least stable of them. P.

P.
The following is a DFT calculation (the ωB97M-V functional and the def2-TZVPD basis) of a 5-piece molecular cluster, CH12O4S2 overall.

Values from the calculation:
**Orbital gap**: 9.179 eV
**HOMO level**: -8.734 eV
**SMILES**: CSS.O.O.O.O

Each atom is followed by the atoms it is bonded to, with distances in Å.
Geometry (Å):
1 C 1.14376 2.03243 1.09526  S2 1.811, H4 1.128, H5 1.099, H6 1.136
2 S 2.77368 1.33579 0.72482  C1 1.811, S3 2.120
3 S 2.71967 0.04061 -0.95256  S2 2.120, H7 1.375
4 H 0.66575 2.65247 0.28297  C1 1.128
5 H 1.21094 2.50185 2.08652  C1 1.099
6 H 0.49058 1.19309 1.49499  C1 1.136
7 H 2.39399 0.80677 -2.04730  S3 1.375
8 H -2.33568 1.15365 0.23878  O10 0.890
9 H -1.75696 -0.23410 0.52367  O10 1.048
10 O -2.11185 0.42036 -0.21386  H8 0.890, H9 1.048
11 H -0.39453 -1.50115 1.75543  O13 0.892
12 H -1.49353 -2.13203 0.99939  O13 0.996
13 O -1.26176 -1.36690 1.59348  H11 0.892, H12 0.996
14 H 0.55427 -3.00541 0.05272  O16 0.964
15 H -0.25665 -1.58754 -0.52894  O16 0.952
16 O -0.20656 -2.49519 -0.24622  H14 0.964, H15 0.952
17 H -0.95057 0.15107 -1.54097  O19 0.934
18 H -0.78107 0.12419 -3.05921  O19 0.910
19 O -0.40347 -0.08993 -2.25899  H17 0.934, H18 0.910

Q.
The following is a DFT calculation (the ωB97M-V functional and the def2-TZVPD basis) of a 5-piece molecular cluster, CH12O4S2 overall.

Values from the calculation:
**Orbital gap**: 9.092 eV
**HOMO level**: -9.394 eV
**SMILES**: CSS.O.O.O.O

Each atom is followed by the atoms it is bonded to, with distances in Å.
Geometry (Å):
1 C 2.83109 0.40788 -0.40464  S2 1.813, H4 1.135, H5 1.087, H6 1.106
2 S 1.31964 0.86487 -1.29557  C1 1.813, S3 2.212
3 S 1.71289 -0.60948 -2.89685  S2 2.212, H7 1.332
4 H 2.93808 1.03851 0.53349  C1 1.135
5 H 3.70825 0.59902 -1.01839  C1 1.087
6 H 2.83486 -0.66725 -0.14353  C1 1.106
7 H 1.53994 -1.78690 -2.29782  S3 1.332
8 H -1.94152 2.78744 1.75097  O10 0.994
9 H -1.52802 1.17475 1.77097  O10 1.034
10 O -2.13538 1.89868 1.35060  H8 0.994, H9 1.034
11 H 0.32359 -0.74808 1.51155  O13 0.947
12 H 0.88389 0.64422 1.62691  O13 1.026
13 O 0.30072 -0.03226 2.13115  H11 0.947, H12 1.026
14 H -0.98582 -2.68542 -0.68874  O16 0.945
15 H -1.45756 -1.42079 -0.22578  O16 0.988
16 O -1.11378 -2.26784 0.14966  H14 0.945, H15 0.988
17 H -2.60182 0.70059 -0.23034  O19 0.942
18 H -3.77805 0.11732 -0.83336  O19 0.937
19 O -2.85103 -0.01525 -0.79029  H17 0.942, H18 0.937

Name the least stable of them. P.